1.
C35H40Cl2NO19P2S | ωB97M-V/def2-TZVPD

Output
E_HOMO in Ha: -0.408
Net charge: +1

```
100
Properties=species:S:1:pos:R:3:lowdin_charge:R:1
C 2.61348 -1.01602 -4.61912 -0.3525
H 1.72098 -2.65206 -3.12464 0.0449
H -4.89008 3.47817 2.65472 0.1376
H 1.68954 0.57384 -5.95291 0.1489
H 0.54959 -0.16142 3.97230 0.1413
H 0.85929 -3.46525 7.01276 0.0980
H 1.82775 5.45541 -6.88003 0.1118
C -3.36263 4.76273 3.36481 -0.2061
H 0.06919 4.35870 2.77830 0.1372
C -1.97436 -6.08834 8.23508 -0.2051
H 4.60061 -0.58958 -3.59189 0.1028
O -0.60442 2.20849 1.41023 -0.0707
C -3.83255 3.70628 2.69862 0.0779
O -1.51937 -6.06834 9.54075 0.0853
O 3.91814 8.56245 -2.93020 0.1228
H -5.51098 -2.97999 -2.07099 0.0978
O 1.14955 1.61194 1.12012 -0.2451
O 3.88063 6.29445 -1.38483 0.0878
C 0.30055 0.45958 -4.15965 -0.2506
O -3.39293 -8.23170 5.77638 0.1120
S -1.84929 2.15724 -4.87163 0.8877
H 3.17401 2.18104 -0.82405 0.0983
O 2.00707 4.13109 -5.14920 0.0628
H -4.02162 -4.13820 -1.62920 0.0684
H 3.16094 -0.21611 -2.43570 0.0258
H 3.30745 -3.24787 -4.13995 0.1004
O -1.50429 6.05069 4.01572 0.1087
H 4.17476 7.21777 -1.22520 0.1210
C -2.93335 -7.22269 6.29952 -0.3037
H -1.29115 0.43493 -2.61362 0.0956
Cl -2.52282 -4.01226 -4.03272 0.5547
H 0.76416 -1.06396 -5.94156 0.1380
C -0.98932 4.13944 2.72159 0.0870
O -0.22065 2.37076 -1.10390 -0.3994
H -4.03687 -1.34614 -3.04124 0.1138
P 1.03197 1.47259 -0.62790 0.5925
C -1.78486 -0.65346 -4.91190 -0.1147
C 1.28637 -0.27494 -5.21534 -0.1246
C -2.91896 2.79765 1.98896 -0.2970
H 0.57169 1.53674 -3.72692 0.1503
H 3.60699 0.99693 -3.83445 0.0903
H 3.33784 -1.16323 -5.55966 0.1470
C 3.48958 7.54481 -3.46397 -0.2977
C 2.94698 -3.22633 4.69098 0.0833
C -1.45918 3.08113 2.05837 -0.1720
O 2.52967 -0.36923 2.24394 0.0274
C -4.45348 -3.05324 -1.54317 -0.1561
H -2.50802 -8.13811 8.24175 0.1406
C -1.90459 5.06203 3.41131 -0.3060
H -4.58638 -2.85357 -0.37340 0.0780
H 3.33387 -0.73502 1.81528 0.1309
H 1.68160 -1.38786 -1.36261 -0.0813
C 3.42564 6.27445 -2.69050 -0.1982
C 2.94632 5.15458 -3.23527 0.0770
O -3.32200 1.82742 1.35621 0.0722
C 2.33110 -2.58742 -4.11865 -0.0950
H 3.63753 -4.04462 4.85003 0.1422
H -2.29867 -3.91152 5.50732 0.1347
C 1.23150 -0.98897 4.12225 0.0991
H -1.22524 -5.14502 9.70038 0.1177
C 3.03256 7.52487 -4.86204 0.0863
C 3.49566 -0.13906 -3.55035 -0.1122
H 3.10133 8.45127 -5.41826 0.1428
O 4.13563 -2.53273 2.76774 0.1077
H -1.87940 -1.18612 -5.97141 0.1641
C -2.10636 -2.59503 -2.85247 -0.5820
Cl -3.04667 -0.76409 -0.73645 0.5581
H -3.63514 6.30373 4.43667 0.1183
P 0.47538 -0.59298 -1.24749 0.8470
C 0.96668 -1.88000 5.26234 -0.2897
N -0.95904 0.64608 -5.04024 -0.4774
C 2.27287 -1.20401 3.31600 -0.1850
H -0.43385 -2.31358 -4.31417 0.1014
C -0.40471 -0.31358 -2.90605 -0.4448
C -3.43236 -1.89774 -2.19156 -0.6257
H 2.89198 4.22469 -2.68383 0.1089
H -3.57225 -6.90738 4.04555 0.1171
C -1.12603 -1.59907 -3.69743 -0.2621
H -1.18476 1.52777 1.00486 0.1007
C 2.46665 5.14011 -4.62606 -0.3068
C 1.90757 -3.00908 5.49911 -0.1990
C -2.84359 -5.95856 5.51749 -0.2059
C -2.36744 -4.83792 6.06354 0.0771
H -1.46561 -3.06065 -1.97155 0.1309
C -2.45368 -7.20821 7.69031 0.0818
O -4.21502 5.61975 4.03643 0.0838
H 1.70213 0.81175 1.40878 0.0354
H -0.90811 3.18780 -4.67109 -0.0571
H -2.87815 -0.29681 -4.68510 0.1204
C 3.19833 -2.34967 3.53648 -0.3038
O -1.48186 -3.80035 7.99538 0.0968
O 1.66705 -3.82745 6.58751 0.0912
O -3.27257 -5.98564 4.20320 0.0779
O 0.00971 -1.71672 6.01180 0.1266
C 2.55641 6.40423 -5.40809 -0.2081
H -0.70103 0.65546 -6.05030 0.1190
H 1.61815 -3.04429 -4.96058 0.0849
O 2.12743 6.37716 -6.72238 0.0809
O 2.41431 2.09314 -1.47953 -0.2716
C -1.91042 -4.81799 7.46161 -0.3037
```

2.
C35H40HgN9O3S2 | ωB97M-V/def2-TZVPD

Output
E_HOMO (spin up / spin down) in Ha: -0.165 / -0.287
Spin multiplicity: 2
Net charge: 0
Energy relative to the best compared isomer or geometry (same formula, charge and spin) in eV: 0.371

```
90
Properties=species:S:1:pos:R:3:lowdin_charge:R:1
N 0.18813 -2.25575 0.47618 0.0629
H 0.70616 2.13288 -2.08029 0.0758
H 4.31834 -0.39868 -0.14376 0.1016
C 1.86327 -3.97343 0.80938 -0.1869
S 2.45458 -0.23347 -2.26921 0.9217
C -0.11370 2.84495 2.83439 -0.1976
H 1.07300 -2.13443 -2.22630 0.0289
H 0.55937 4.48854 1.60945 0.0998
H -0.00567 3.74151 -2.15632 0.1159
H 4.89222 -3.67927 2.32257 0.1085
C -2.28896 -1.44466 -4.02489 -0.0625
H 2.21857 2.22392 0.90219 0.0759
H 1.37406 -5.90717 0.03935 0.1143
H -9.05083 1.83007 0.16746 0.0870
C 2.49504 0.45863 2.54851 -0.1949
H -1.54151 1.37490 2.76792 0.0865
H 2.59270 -2.44921 -3.12582 0.0680
C -6.97743 0.28242 -0.00347 -0.0289
H -4.29072 -2.12475 -3.61934 0.1109
C 1.03138 -4.88600 0.16752 -0.0290
C -0.21389 -4.49456 -0.27730 -0.0514
N 1.70035 -0.40298 1.86357 -0.0266
O -2.62898 -0.47220 2.26285 -0.3598
H -0.89792 -5.18291 -0.75224 0.1000
C 2.15165 -1.99678 -2.23802 -0.2150
C -4.81441 -0.07839 0.97602 -0.2856
H -2.89318 1.99171 1.14660 0.0803
H -0.32731 -0.55549 -3.97550 0.1013
C -1.22751 -0.79798 -3.41619 -0.1497
C -0.58242 -3.15756 -0.09272 -0.1472
C 4.93206 -0.36352 -3.48223 -0.0910
C -1.60098 3.30081 0.03761 -0.1891
C 6.98486 -0.56088 -2.24830 -0.0812
C -2.10332 2.71354 1.35420 -0.1982
H -0.60626 3.63935 3.41383 0.1167
H 6.80216 -0.60321 -0.10822 0.1078
H -1.55499 -2.82635 -0.42543 0.0761
N -1.23166 -0.44039 -2.14073 0.0999
S -3.25653 -0.92106 1.03411 0.5823
H 1.78326 3.79015 2.62443 0.1179
C 1.34685 3.48174 -0.49646 -0.2018
H -6.61088 2.12710 2.81401 0.1097
H -1.43319 1.83566 -1.39959 0.0805
C 6.27721 -0.53663 -1.05209 -0.0616
N -8.56180 1.78137 1.04583 0.0945
O -3.51507 -2.32489 0.86826 -0.2916
C 3.91501 -3.41333 1.93606 -0.0325
C 0.28666 2.92858 -1.47488 -0.2099
N -2.29815 -0.33328 -0.12468 -0.1685
H 5.22163 -1.43620 3.21818 0.0966
N -0.84353 2.35661 -0.76667 -0.0984
C 3.15312 -4.33135 1.30246 -0.0422
H 6.87112 -0.48629 -4.38974 0.1038
H -2.26285 -1.74330 -5.06190 0.0944
C 4.23979 -0.34969 -2.28243 -0.3915
O 2.12117 0.33017 -0.92228 -0.5701
H 1.15517 4.54530 -0.32290 0.1036
H -7.70325 0.06120 -0.77763 0.1098
H 2.59352 -2.40381 -1.32807 0.0583
H 4.40098 -0.28204 -4.42375 0.1079
H 3.50092 -5.34878 1.16618 0.1099
H 2.09634 1.45092 2.71011 0.0620
H -8.62694 2.63544 1.57432 0.0868
H 2.31663 3.43501 -0.99663 0.1165
H -4.42145 0.99255 2.78275 0.1061
C 3.46366 -2.06394 2.15180 -0.1827
C 4.89538 -0.42816 -1.06217 -0.0584
N -1.08343 2.01641 2.12975 -0.1165
H -2.47098 3.69009 -0.50272 0.1255
C 3.73256 0.15670 3.03872 -0.0936
H -5.50673 -1.06335 -0.79319 0.0932
H -2.55401 3.53155 1.93445 0.1237
C 0.95485 3.53110 1.95248 -0.2164
C -5.13693 0.81180 1.99287 -0.0776
H 0.37042 2.18810 3.55681 0.1033
N -3.45317 -1.28496 -1.95031 0.1259
H -0.97232 4.16763 0.23449 0.0965
C -7.30397 1.19241 1.00532 -0.3243
N 1.40619 2.80737 0.78739 -0.0791
H 8.06410 -0.64086 -2.23369 0.1033
C 2.18826 -1.67882 1.66180 -0.1888
C -5.75068 -0.35275 -0.01477 -0.0580
C -3.39815 -1.65208 -3.22038 -0.1250
C 6.31601 -0.47422 -3.46092 -0.0829
C -6.36651 1.44516 2.00776 -0.0305
Hg -0.11445 0.23867 0.67017 1.2081
C -2.35121 -0.71969 -1.42679 -0.4965
C 4.25299 -1.14223 2.83667 -0.0666
C 1.40026 -2.63589 0.97883 -0.1936
H 4.28586 0.91559 3.57528 0.0931
```

3.
C35H40N4P2Pd | ωB97M-V/def2-TZVPD

Output
E_HOMO (spin up / spin down) in Ha: -0.189 / -0.266
Spin multiplicity: 3
Net charge: 0
Energy relative to the best compared isomer or geometry (same formula, charge and spin) in eV: 1.356

```
82
Properties=species:S:1:pos:R:3:lowdin_charge:R:1
C -2.90150 -2.18784 -0.03018 -0.1009
H -1.15384 1.53233 -9.36146 0.1025
H 0.64171 -1.27142 -8.20851 0.1133
C -0.62698 -1.75827 -3.19860 -0.3301
H 1.42854 -2.01694 -3.88875 0.0692
H -5.63109 -3.35091 -1.54168 0.0931
H -2.16134 -1.94376 0.70477 0.0890
H -2.24995 0.89278 6.42561 0.0956
P -1.50670 -0.77264 -1.99120 0.8165
C -1.35106 0.40565 4.53137 -0.0579
H -0.53602 -2.75536 -2.73508 0.1006
C -0.36206 -0.13799 6.68636 -0.1127
N -2.79556 -1.66493 -1.33153 -0.2433
H 3.55499 3.95399 -2.33854 0.0969
C -2.70111 2.69584 -3.23123 -0.0706
H 2.01107 1.47028 0.44953 -0.0055
H -2.92153 0.08884 -6.42951 0.0803
H -2.08340 1.98676 -1.19048 0.0852
H 0.15878 0.22438 -8.99945 0.0966
C 0.11008 -0.31753 -8.03785 -0.1928
H 5.05450 2.46779 -4.02824 0.0923
C 2.82610 -3.00705 -1.89449 -0.1337
H -1.42693 -1.55429 -7.11342 0.1035
H 0.75060 -0.41563 -4.29052 0.0719
H -3.21355 2.31257 -5.36907 0.0650
C 4.23046 -2.68706 -0.14100 -0.0743
C -2.71703 0.59428 -4.08225 -0.1461
H 0.31568 3.67892 -7.83946 0.1068
H 1.63850 1.94636 2.13401 0.0843
C -4.07610 -2.93686 0.03943 -0.0810
H 2.38098 0.35306 1.80734 0.0595
H 1.35675 -0.12392 -6.22313 0.0819
H -1.83253 -0.93976 -8.72663 0.1243
H -2.77393 3.77435 -3.16758 0.0991
C -2.13023 0.44139 -7.08948 -0.1261
H 4.02528 -0.07924 -3.91586 0.1071
H 1.49736 2.38917 -6.29586 0.1031
C 0.80769 0.47912 -6.95190 -0.1121
H -4.44349 -3.46580 0.90363 0.0926
H -2.64176 2.50545 -6.97355 0.0848
H 1.54338 -1.16298 6.63186 0.0977
C -2.95072 1.92149 -4.40083 -0.0786
C 3.43384 2.90337 -2.55873 -0.0824
C 0.88701 1.80964 -6.99624 -0.0959
C -3.90458 -2.10238 -2.06599 -0.1315
C 3.71241 0.81363 -3.40052 -0.1200
H 2.25019 -3.36824 -2.73025 0.0895
C -2.01541 1.73240 -7.41188 -0.1123
H 4.15539 -4.63839 -1.25115 0.0958
C 3.79075 -3.62756 -1.12685 -0.0864
H 3.53855 -0.57935 0.19759 0.0941
H 0.87088 2.54024 -9.07337 0.1215
N 2.64971 -1.69582 -1.43377 -0.2190
C 0.81522 -0.73218 4.64526 -0.0490
C 0.78987 -1.20607 -3.52138 -0.3411
C -0.21241 -0.12621 3.84439 -0.2472
N 2.62527 0.79253 -2.52366 -0.2373
C -1.36760 -0.65842 -7.75840 -0.1835
H -2.73702 -0.31464 -4.66038 0.0742
C 0.28505 2.61571 -8.13243 -0.1835
C -1.40073 0.42774 5.92106 -0.1074
Pd -0.04931 0.20057 -0.73081 0.4832
C -0.18168 0.07381 2.45025 -0.0699
C -1.16061 2.24358 -8.52211 -0.2018
C 0.33808 0.46296 1.34671 -0.3816
C 2.46039 2.08698 -2.01785 -0.1501
H -1.25650 -1.84334 -4.09471 0.0760
P 1.59337 -0.50447 -2.08159 0.8833
H 1.64735 2.29875 -1.34103 0.0768
C -4.70312 -2.88169 -1.24798 -0.0886
H 1.68395 -1.15183 4.14368 0.1011
H -0.42073 -0.13442 7.78258 0.0931
H 4.98047 -2.85376 0.60854 0.0936
C 3.50915 -1.51846 -0.33643 -0.1049
C 1.68614 1.10755 1.42338 -0.1846
H -1.63885 3.16210 -8.90429 0.1144
N -2.34336 0.52302 -2.75013 -0.2295
C 4.22396 2.10555 -3.44533 -0.0829
H -4.02315 -1.79298 -3.09458 0.0965
C 0.74040 -0.72367 6.03045 -0.1126
C -2.35546 1.82147 -2.22067 -0.1368
H -2.13481 0.85206 3.93504 0.0994
```